{
  "formula": "C2HN3O3",
  "method": "the ωB97M-V functional and the def2-TZVPD basis",
  "elements": ["C", "C", "N", "N", "N", "O", "O", "O", "H"],
  "xyz": [[-1.19913, 0.47937, -0.23329], [1.22249, -0.26296, 0.38013], [-1.47318, -0.72044, -0.89515], [1.08037, -1.50333, -0.25813], [0.12374, 0.60648, 0.25224], [-1.99475, 1.36221, -0.09512], [2.19940, 0.06002, 0.99178], [-0.25477, -1.53957, -0.81180], [0.29583, 1.51822, 0.66935]],
  "atomic_forces_ev_per_a": [[1.579, 0.439, 0.627], [-0.989, 1.048, 0.099], [3.678, -1.412, 0.845], [-3.727, 1.035, -0.952], [-0.141, 0.354, 0.106], [-0.412, -0.147, -0.219], [0.342, -0.337, -0.094], [-0.268, -0.732, -0.411], [-0.062, -0.248, 0.000]],
  "homo_energy_ev": [-11.74, -11.67],
  "total_charge": 0,
  "total_energy_ev": -12697.474,
  "de_lowest_kcal_mol": 153.28
}